Molecular formula: C24H43AuCl2N4O4SeSi
Method: DFT, ωB97M-V/def2-TZVPD

```
80
Properties=species:S:1:pos:R:3:forces:R:3:lowdin_charge:R:1
C 1.2815 5.9650 0.6347 -0.08 0.85 0.50 -0.017
C 0.3451 4.9096 0.0774 1.55 0.56 1.71 -0.197
H 1.6852 6.6734 -0.1350 -0.49 -0.74 0.53 0.103
H 2.1550 5.5593 1.1832 -0.69 -0.06 -0.38 0.078
H 0.7014 6.5736 1.3724 0.42 -0.28 -0.42 0.103
C -0.4240 5.1948 -0.9863 -1.15 -1.06 -1.05 -0.056
C -0.9698 6.5277 -1.2805 -0.05 0.97 -0.10 -0.061
H -0.8314 4.3706 -1.5652 -0.08 0.13 0.29 0.091
H -0.2547 7.1368 -1.8343 0.03 0.24 -0.09 0.089
H -1.2061 7.0544 -0.3459 0.18 0.01 -0.21 0.092
H -1.9017 6.4941 -1.8604 0.37 -0.24 0.06 0.088
Au 0.8746 -1.6285 0.8773 0.63 -0.61 -0.55 0.467
Cl 4.7440 1.1595 -0.6541 1.20 -0.60 0.14 0.184
C -3.2491 -1.4918 -0.2842 -0.28 -0.17 -0.40 -0.331
O -3.2618 -1.2668 -1.4995 0.05 -0.57 1.42 -0.016
N -3.6632 -2.6384 0.3466 0.24 -0.18 -1.56 -0.194
C -4.1062 -3.8147 -0.3796 -0.35 -0.69 -0.17 -0.079
C -3.9067 -2.6358 1.7640 0.22 0.30 0.31 -0.077
H -2.8868 -0.7685 0.4696 -0.09 0.07 -0.36 0.062
H -3.6397 -3.9146 -1.3702 -0.10 0.39 0.37 0.089
H -5.2076 -3.8536 -0.5097 0.42 0.22 -0.02 0.093
H -3.8457 -4.7268 0.1985 -0.01 0.58 -0.27 0.049
H -2.9894 -2.4094 2.3010 0.04 -0.09 0.20 0.051
H -4.2928 -3.6131 2.0622 0.12 0.20 0.04 0.089
H -4.6328 -1.8711 2.0024 -0.40 0.11 0.31 0.083
H 1.9576 -5.8703 0.4241 0.57 0.08 0.17 0.037
H 3.4946 -5.3667 3.3002 0.22 -0.21 -0.10 0.100
C 3.0513 -5.7063 0.3828 -0.35 -0.04 -0.19 -0.025
C 4.2104 -5.0599 2.5288 -0.04 0.29 -0.10 -0.032
N 3.4988 -4.6816 1.3170 -0.02 0.59 -0.02 -0.179
H 3.2939 -5.4333 -0.6530 0.01 0.07 0.35 0.106
C 3.0595 -3.4323 1.1959 -1.00 -0.66 -0.86 -0.276
O 2.1780 -3.1702 0.3237 1.27 0.11 1.07 -0.214
H 4.7377 -4.1731 2.8988 0.09 -0.36 -0.03 0.095
H 3.4998 -2.7136 1.9109 -0.40 -0.06 -0.42 0.148
H 3.5873 -6.6132 0.6469 -0.14 -0.15 -0.11 0.087
H 4.9046 -5.8621 2.2790 0.05 0.13 0.30 0.091
H 1.0775 3.3120 -3.8681 -0.01 -0.30 -0.31 0.069
H -1.6426 3.6989 -3.5576 -0.12 -0.22 -0.15 0.078
C 0.7194 2.3797 -4.3265 0.02 0.39 0.05 -0.066
C -1.6919 2.6885 -3.9952 0.18 -0.10 0.18 -0.060
N -0.4888 1.9464 -3.6401 -0.20 -0.41 -0.65 -0.194
H 1.4874 1.6088 -4.2277 -0.19 0.23 -0.04 0.086
C -0.5454 0.6971 -3.0757 1.57 -0.63 0.29 -0.307
O 0.4481 -0.0126 -2.8679 -1.63 1.04 -0.50 -0.011
H -2.5834 2.1810 -3.6091 0.24 0.12 -0.14 0.078
H -1.5557 0.3949 -2.7631 0.00 -0.04 0.00 0.118
H 0.5095 2.5992 -5.3848 -0.05 -0.27 0.18 0.089
H -1.7672 2.7951 -5.0902 -0.06 -0.08 0.32 0.090
O 1.3304 3.2148 0.1201 -1.87 0.72 0.24 -0.163
C 0.2124 3.6259 0.8883 0.69 -0.09 -0.55 -0.259
C -1.5764 2.4609 -0.4990 -0.27 -0.46 -0.33 -0.079
C -1.1266 2.9445 0.7243 -0.51 -0.06 0.17 -0.233
H -0.8495 2.3764 -1.3151 -0.39 0.01 0.35 0.096
C -2.9048 2.0310 -0.6671 0.23 0.06 0.30 -0.072
H 0.3967 3.7720 1.9695 0.26 0.11 -0.44 0.156
C -2.0145 2.9372 1.8085 0.03 -0.13 -0.24 -0.065
H -3.2519 1.6120 -1.6217 0.25 0.23 0.52 0.089
C -3.7984 2.0899 0.4129 0.07 0.08 -0.30 -0.090
C -3.3394 2.5265 1.6589 -0.11 -0.23 -0.17 -0.085
H -1.6625 3.2010 2.7972 0.06 0.19 0.02 0.111
H -4.8501 1.7955 0.2583 0.67 0.09 0.21 0.111
H -4.0150 2.5054 2.5214 0.33 0.10 -0.33 0.105
Si 3.2956 2.7182 -0.1252 0.96 -1.76 -1.01 0.186
Cl -0.5490 -0.0784 1.4357 -0.72 0.88 0.50 0.001
C 2.6537 2.4477 -1.9389 -0.59 0.50 0.63 -0.262
C 3.0316 1.8372 1.5519 -0.58 0.47 0.15 -0.228
C 4.4590 4.2207 -0.0090 -0.40 0.21 0.12 -0.207
H 2.1340 1.4653 -2.0340 0.29 0.72 0.26 0.029
H 3.4975 2.4254 -2.6422 -0.18 0.15 0.27 0.020
H 1.9396 3.2527 -2.2127 0.46 -0.49 0.17 0.003
H 4.2599 4.8212 -0.9091 0.08 0.19 0.37 0.026
H 5.5445 3.9950 -0.0001 -0.79 -0.29 -0.01 0.030
H 4.2395 4.7908 0.9070 0.09 0.14 -0.37 0.010
H 2.8006 0.7761 1.3536 0.06 0.48 0.17 -0.018
H 2.1835 2.2970 2.0920 0.42 -0.42 0.06 0.013
H 3.9379 1.9112 2.1814 -0.29 -0.08 -0.44 0.033
Se -0.9679 -5.9042 0.6053 -0.04 -0.19 -0.17 0.816
C -0.8552 -4.4670 1.6361 0.22 2.49 1.76 -0.835
N -0.7806 -3.5039 2.3369 -0.11 -2.46 -1.54 0.071
```
Positions in Å, forces in eV/Å.

Properties
- ⟨S²⟩ = 2.0546
- relative energy (zero: lowest compared OMol25 entry of this formula, charge and spin) (eV) = 2.3399
- maximum force (eV/Å) = 3.060
- spin multiplicity = 3
- total energy (hartree) = -5207.151608
- HOMO-LUMO gap (alpha / beta) (eV) = 8.5 / 4.8

---

Molecular formula: C7H10N2O3
Method: DFT, ωB97M-V/def2-TZVPD

```
22
Properties=species:S:1:pos:R:3:forces:R:3:lowdin_charge:R:1
C -0.5643 -1.1276 1.0807 1.09 0.64 -0.04 -0.388
C 1.7221 -0.8145 0.7204 -1.32 -0.62 0.24 -0.468
C -0.9640 1.7133 0.2068 -0.57 -0.62 -2.12 -0.440
C -0.4154 -0.6429 -0.3564 3.07 1.04 -2.44 -0.288
C 3.0595 -0.9149 1.2730 1.04 1.02 0.63 -0.002
C -1.8701 2.8050 -0.4256 1.12 -0.67 -0.42 0.000
C -0.6655 -1.5983 -1.5138 1.83 -3.37 0.39 -0.022
N 1.4072 -0.4475 -0.4137 -3.79 0.55 -1.14 0.210
N -0.9929 0.5983 -0.7131 0.98 0.95 4.35 0.105
O -1.5695 -1.3049 1.6975 0.62 -0.19 -0.32 0.169
O -0.4145 1.7511 1.2882 -0.60 -0.43 -1.37 0.103
O 0.7151 -1.3014 1.5874 -0.68 -0.07 0.55 0.087
H 3.0018 -0.6140 2.3183 0.34 0.21 0.01 0.097
H 3.8498 -0.3787 0.7065 -0.91 -0.03 0.36 0.108
H 3.3483 -1.9258 1.2708 0.36 -1.54 0.10 0.071
H -2.8452 2.4694 -0.0903 -0.43 0.48 -0.07 0.082
H -1.5482 3.7193 0.0448 -0.39 0.56 -0.12 0.071
H -1.8479 2.8604 -1.5828 0.12 -0.12 2.05 0.110
H -1.2945 -2.5267 -1.2421 1.07 1.43 -0.20 0.114
H 0.4035 -1.9487 -1.8886 -2.37 0.43 0.77 0.122
H -1.1371 -1.1709 -2.3696 -0.39 0.69 -0.37 0.053
H -1.3781 0.8001 -1.5986 -0.19 -0.34 -0.82 0.105
```
Positions in Å, forces in eV/Å.

Properties
- relative energy (zero: lowest compared OMol25 entry of this formula, charge and spin) (eV) = 1.5870
- maximum force (eV/Å) = 4.555
- structure (SMILES) = CC(=O)N[C@@]1(C)N=C(C)OC1=O
- spin multiplicity = 1
- total energy (hartree) = -607.939128
- HOMO-LUMO gap (eV) = 10.2

---

Molecular formula: C3H8N2S
Method: DFT, ωB97M-V/def2-TZVPD

```
14
Properties=species:S:1:pos:R:3:forces:R:3:lowdin_charge:R:1
C 3.1097 0.7740 -0.0217 1.45 1.37 -0.12 -0.289
C -0.8579 0.9240 -0.7971 1.58 1.60 -1.64 -0.182
C -1.3651 -1.1368 0.6424 0.79 2.64 1.37 -0.107
N 2.4993 -0.1450 0.5364 -2.29 -1.93 -1.04 -0.136
N -0.4896 -0.3634 -0.2990 -0.38 -0.88 1.23 -0.731
S 0.8441 -1.0498 -0.8388 2.73 0.92 1.22 0.823
H 4.0032 1.1467 0.6377 -1.34 -0.07 -1.41 0.084
H 2.8901 1.2409 -1.0402 0.46 -0.57 1.18 0.063
H -0.6097 0.9439 -1.9588 -0.61 0.09 2.36 0.101
H -1.9360 1.0390 -0.6641 0.22 0.54 0.13 0.069
H -0.1759 1.7667 -0.3183 -1.77 -1.45 -0.75 0.111
H -2.2829 -1.1063 0.1406 -1.86 -0.21 -0.09 0.053
H -0.9630 -2.0817 0.6124 0.63 -2.31 0.02 0.013
H -1.4570 -0.8722 1.7934 0.40 0.25 -2.46 0.128
```
Positions in Å, forces in eV/Å.

Properties
- relative energy (zero: lowest compared OMol25 entry of this formula, charge and spin) (eV) = 4.4958
- maximum force (eV/Å) = 3.170
- spin multiplicity = 1
- total energy (hartree) = -626.658064
- HOMO-LUMO gap (alpha / beta) (eV) = 7.7 / 7.8

---

Molecular formula: C40H43MnN8OS3Se
Method: DFT, ωB97M-V/def2-TZVPD

```
97
Properties=species:S:1:pos:R:3:forces:R:3:lowdin_charge:R:1
Mn 1.4365 -0.5505 0.2913 -0.66 0.80 -1.17 0.819
N -0.4023 -0.7237 3.8679 -2.27 -0.21 0.38 0.107
C 0.8537 -0.3230 3.8058 1.32 0.18 -1.85 -0.687
N 1.5803 -0.4650 2.6682 -0.45 0.34 2.00 0.040
C 2.8753 -0.0569 2.9408 -0.15 0.05 1.22 -0.355
C 3.1073 0.4401 4.2045 0.66 0.02 -1.46 -0.357
S 1.6718 0.4000 5.1483 0.07 -0.18 -0.35 1.069
C 3.8688 -0.3368 1.9215 1.76 0.24 -1.15 -0.296
C 5.2206 -0.0714 1.9576 -1.03 0.00 1.15 -0.369
S 6.0483 -0.6256 0.5958 -0.20 -0.27 -0.57 1.108
C 4.5590 -1.2219 -0.0104 -0.86 -0.87 -0.44 -0.669
N 3.4594 -0.9832 0.7186 2.17 0.64 0.73 0.004
N 4.5659 -2.0148 -1.1061 -1.24 0.42 0.51 0.129
H -0.8480 -1.0002 2.9749 0.03 0.29 0.82 0.031
H -1.0106 -0.4682 4.6735 0.86 -0.39 -1.27 0.129
H 4.0528 0.8738 4.5203 -0.42 -0.22 0.24 0.082
H 5.8693 0.2859 2.7393 -0.47 0.31 0.34 0.073
H 5.4342 -2.1888 -1.5735 -0.13 0.06 -0.42 0.102
H 3.6512 -2.1393 -1.5525 0.75 0.05 -0.15 0.102
O 0.3470 1.3516 0.5929 0.58 0.07 0.82 -0.586
S -0.3680 2.4066 -0.1898 -0.65 0.54 -1.45 1.028
C 0.4779 4.0122 -0.0631 0.11 -0.47 -0.06 -0.351
C 0.1345 5.0483 -0.9337 -0.18 -0.99 0.10 -0.074
C 0.7961 6.2510 -0.8242 0.61 0.03 0.53 -0.058
C 1.8233 6.3771 0.1290 0.04 -0.08 -0.12 -0.053
C 2.1590 5.3232 0.9843 -0.42 0.94 -0.66 -0.063
C 1.4663 4.1433 0.8862 -0.29 -0.56 0.04 -0.089
C -1.7778 2.9290 0.7598 -0.30 -0.22 0.57 -0.393
C -2.9199 3.3541 0.0858 0.54 0.07 1.20 -0.077
C -3.9572 3.9474 0.8233 0.39 -0.90 0.22 -0.056
C -3.8737 3.9965 2.2376 -0.45 0.53 -0.14 -0.065
C -2.7532 3.4569 2.8854 0.19 -0.04 -0.84 -0.069
C -1.6866 2.9329 2.1401 -0.38 0.49 0.16 -0.064
H -0.6121 4.8648 -1.7015 0.01 0.19 0.08 0.115
H 0.5202 7.0565 -1.4896 0.19 0.12 0.04 0.111
H 2.4203 7.2801 0.1958 -0.27 0.08 -0.07 0.108
H 2.9227 5.4564 1.7214 0.37 0.01 0.23 0.105
H 1.6654 3.3013 1.5265 0.21 -0.19 0.21 0.103
H -2.8774 3.1945 -0.9708 -0.63 0.28 -0.61 0.100
H -4.8418 4.2248 0.2651 -0.07 0.36 0.31 0.104
H -4.6707 4.5199 2.8503 0.97 -0.89 -0.93 0.127
H -2.6742 3.4657 3.9562 -0.08 0.12 0.31 0.099
H -0.7533 2.6072 2.5927 -0.26 -0.10 0.17 0.109
C 4.6832 1.4807 -4.1362 -1.11 -0.93 0.59 -0.106
C 4.0578 0.2972 -4.5826 1.07 -0.40 -0.83 -0.112
C 3.0474 -0.3115 -3.8883 -0.99 0.51 1.92 -0.046
C 2.5784 0.2387 -2.6188 1.45 1.01 -1.20 -0.325
C 3.2413 1.4283 -2.1775 -0.22 -1.14 -0.26 -0.053
C 4.2531 2.0210 -2.9297 -0.45 -0.61 -0.27 -0.111
N 1.5723 -0.3387 -1.8908 -0.22 -0.31 1.38 -0.078
C 0.5347 -0.8469 -2.6846 -0.74 -0.91 -1.09 -0.344
C -0.3537 0.0277 -3.3416 0.08 -0.31 -0.49 -0.030
C -1.3233 -0.4358 -4.2728 1.19 -0.44 1.20 -0.079
C -1.4104 -1.8219 -4.4615 0.02 -0.59 0.13 -0.104
C -0.5722 -2.7566 -3.7833 -0.34 2.54 -0.03 -0.075
C 0.4077 -2.2415 -2.9322 -0.75 0.25 0.47 -0.064
H 5.4733 1.9164 -4.6844 0.65 0.44 -0.53 0.078
H 4.4330 -0.2655 -5.4760 -0.31 0.92 0.68 0.114
H 2.5910 -1.2383 -4.2319 0.11 0.23 -0.09 0.101
H 2.9893 1.8725 -1.2153 -0.25 -0.06 -0.12 0.086
H 4.6406 2.9403 -2.5526 0.52 0.49 0.10 0.089
H -0.1751 1.0899 -3.1552 -0.29 -0.21 -0.16 0.100
H -1.9517 0.2907 -4.7942 0.12 -0.45 0.10 0.099
H -2.1650 -2.2462 -5.1197 0.07 0.24 -0.04 0.091
H -0.7480 -3.8013 -3.9230 0.13 -0.48 -0.06 0.086
H 0.9992 -2.8992 -2.3035 0.25 -0.07 -0.32 0.075
C -0.7838 -5.5482 0.0534 -1.12 -0.66 0.06 -0.039
C 0.5595 -5.0797 0.6293 0.49 -0.03 -0.38 -0.570
C 0.6263 -5.2939 2.1393 -0.47 -1.03 1.42 -0.047
C 1.7203 -5.7934 -0.1402 -1.12 0.40 -0.30 -0.019
C 0.6769 -3.6144 0.4611 -1.10 2.24 -0.92 -0.081
N 0.5566 -2.4650 0.2843 0.53 -2.95 0.73 0.159
H -0.8670 -6.6564 0.1609 0.31 0.73 0.10 0.103
H -0.9220 -5.3664 -1.0267 0.25 0.29 0.50 0.093
H -1.6557 -5.1340 0.6095 0.65 -0.03 -0.44 0.097
H 0.2242 -6.2884 2.4501 0.44 0.42 -0.65 0.104
H -0.0323 -4.6160 2.7230 0.55 0.02 -0.57 0.098
H 1.6574 -5.2513 2.5227 -0.37 0.24 -0.15 0.095
H 1.5318 -6.8703 -0.0755 0.33 0.20 0.09 0.097
H 2.6818 -5.5047 0.2406 0.48 -0.11 0.37 0.077
H 1.7018 -5.5061 -1.2045 -0.13 -0.14 0.34 0.090
C -4.7365 -0.4171 -1.6131 -0.41 0.53 0.09 -0.034
N -5.1624 -0.2996 -0.2196 0.54 -0.35 1.61 -0.123
C -6.4290 0.1138 0.2375 -0.18 -0.20 -2.04 -0.061
C -6.4395 0.1114 1.5695 1.48 -0.32 1.23 -0.027
N -5.1270 -0.3230 1.9784 -0.56 -0.15 -0.68 -0.114
C -4.6332 -0.5368 3.3385 0.51 0.67 0.37 -0.062
C -4.3762 -0.6203 0.8704 -0.89 0.37 0.04 -0.705
Se -2.6917 -1.4198 0.8941 -0.18 0.35 -0.39 0.581
H -5.2913 0.3591 -2.1428 0.15 -0.09 -0.20 0.091
H -5.0156 -1.3831 -2.0183 0.13 -0.20 -0.04 0.094
H -3.6594 -0.2399 -1.7315 -0.34 -0.16 0.29 0.069
H -7.2459 0.2798 -0.5043 0.93 0.05 0.96 0.143
H -7.2175 0.3941 2.2771 0.42 -0.22 -0.27 0.126
H -5.3839 -0.9544 3.9899 -0.49 -0.06 -0.03 0.086
H -4.2624 0.4014 3.7921 -0.37 -0.17 -0.35 0.091
H -3.7673 -1.2098 3.3653 -0.42 0.02 -0.56 0.026
```
Positions in Å, forces in eV/Å.

Properties
- ⟨S²⟩ = 8.7551
- relative energy (zero: lowest compared OMol25 entry of this formula, charge and spin) (eV) = 0.0000
- maximum force (eV/Å) = 3.083
- net charge = +1
- spin multiplicity = 6
- total energy (hartree) = -6810.179148
- HOMO-LUMO gap (alpha / beta) (eV) = 6.7 / 6.7

---

Molecular formula: C6H11Br2CuN2
Method: DFT, ωB97M-V/def2-TZVPD

```
22
Properties=species:S:1:pos:R:3:forces:R:3:lowdin_charge:R:1
Cu 0.9680 -1.8122 5.0078 -1.23 0.39 -0.87 -0.005
C -0.9773 -0.1659 -3.2270 0.58 0.50 0.64 -0.051
C -0.1097 0.9722 -2.6315 -0.65 -0.40 -0.86 -0.169
N 0.2686 0.6742 -1.2646 0.23 0.19 1.26 -0.065
C 1.3440 -0.0893 -0.8776 0.66 -0.15 -0.63 -0.011
C 1.2968 -0.2811 0.4593 -1.27 0.29 -0.04 0.007
N 0.1153 0.3387 0.8786 1.36 -0.66 -0.92 -0.071
C -0.4239 0.9636 -0.1495 -0.79 -0.61 -0.64 -0.011
C -0.3653 0.1655 2.2173 -0.77 1.15 1.54 -0.084
H -1.1764 0.0184 -4.2793 -0.07 0.04 0.00 0.079
H -1.9057 -0.2404 -2.6641 -0.10 -0.12 -0.14 0.078
H -0.4168 -1.0943 -3.1244 -0.16 -0.13 -0.09 0.079
H -0.6442 1.9195 -2.6488 0.05 0.05 0.05 0.125
H 0.7840 1.0707 -3.2437 0.17 0.16 0.24 0.124
H 2.0438 -0.4181 -1.6275 0.11 -0.05 0.18 0.138
H 1.8738 -0.8279 1.1851 0.14 -0.20 -0.20 0.084
H -1.3761 1.4678 -0.1497 0.07 0.11 0.11 0.171
H 0.3167 -0.4649 2.7669 0.22 0.03 0.01 -0.033
H -1.3428 -0.3020 2.3335 0.02 -0.08 -0.62 0.105
H -0.4373 1.1541 2.6780 0.12 -0.24 0.24 0.084
Br 0.9288 -3.2065 2.6553 0.24 0.77 1.10 -0.262
Br -0.7644 0.1578 5.7056 1.08 -1.05 -0.38 -0.311
```
Positions in Å, forces in eV/Å.

Properties
- relative energy (zero: lowest compared OMol25 entry of this formula, charge and spin) (eV) = 0.0000
- maximum force (eV/Å) = 2.075
- spin multiplicity = 1
- total energy (hartree) = -7133.262062
- HOMO-LUMO gap (eV) = 7.7